# 1
The following is a DFT calculation (the ωB97M-V functional and the def2-TZVPD basis) of one molecule with the formula C17H26N2O3 in a non-equilibrium geometry.

The charge is 0. Its electronic energy is -27173.2290 eV. The calculation puts the LUMO energy at 0.767 eV. The SMILES is C=CCN1C(=O)N(CC=C)C(=O)C(CC)(CCC(C)C)C1=O. The largest force on an atom comes out at 3.4 eV Å⁻¹. The energy above the lowest of the compared OMol25 structures with the same formula, charge and spin comes out at 248.6 kJ/mol. The molecular weight is 306.41 u.

Cartesian coordinates (Å):
C -4.609144 -0.963293 -1.777505
C -3.259408 -0.988050 -2.038243
C -2.384971 -2.083737 -1.469866
N -1.470237 -1.643807 -0.401129
C -1.807594 -1.780772 0.909709
O -2.826651 -2.343789 1.213744
N -0.996393 -1.378606 1.959784
C -1.247500 -1.706292 3.363452
C -1.882812 -0.524441 4.066932
C -3.167365 -0.078400 3.814659
C 0.110253 -0.592923 1.687712
O 0.865220 -0.221979 2.586647
C 0.339132 0.006558 0.281027
C -0.452383 1.346024 0.069592
C -0.077195 2.467839 1.000334
C 1.890930 0.171400 -0.029753
C 2.245676 1.007085 -1.257146
C 3.734341 1.027069 -1.582182
C 3.980176 2.140154 -2.634162
C 4.251572 -0.318787 -2.035266
C -0.324856 -0.968794 -0.699603
O 0.100434 -1.063155 -1.835896
H -5.033510 -1.643983 -1.061227
H -5.261981 -0.189298 -2.213972
H -2.877091 -0.266361 -2.792457
H -3.003660 -2.893509 -1.116637
H -1.829672 -2.525888 -2.311519
H -1.842597 -2.620437 3.484237
H -0.292902 -1.893873 3.870936
H -1.312499 -0.099771 4.863486
H -3.791971 -0.512893 3.036322
H -3.586883 0.704915 4.415651
H -1.503871 1.136868 0.211151
H -0.376463 1.697861 -0.960039
H -0.745686 3.342745 0.843083
H 0.926054 2.794684 0.749212
H -0.233918 2.172256 2.074763
H 2.377049 0.638898 0.831777
H 2.360788 -0.810452 -0.124708
H 1.679846 0.695675 -2.130060
H 1.973227 2.068814 -1.134064
H 4.215281 1.308357 -0.633392
H 3.537764 3.082735 -2.288278
H 3.426001 1.955326 -3.561917
H 5.073161 2.257775 -2.812731
H 5.208365 -0.198054 -2.513764
H 4.377044 -1.001291 -1.163264
H 3.526898 -0.710403 -2.755428

Atomic forces in eV per Å
C 2.4 0.8 -0.6
C -2.6 0.3 0.0
C 0.0 -0.1 -1.0
N 0.4 0.7 0.6
C -1.8 -1.3 1.6
O -1.3 -0.6 0.1
N 2.0 0.6 -1.6
C -0.2 0.2 0.6
C -3.4 0.2 -0.7
C 2.8 -1.2 0.3
C 1.6 2.2 1.4
O -0.9 -0.8 -0.7
C -0.1 -1.1 -0.4
C -0.3 -0.4 0.4
C -0.7 0.5 0.9
C -0.7 0.1 0.3
C -0.5 0.6 -0.2
C -0.3 0.8 0.2
C 0.2 -0.2 0.5
C -0.3 -0.3 0.6
C 1.6 0.7 -2.5
O 0.1 0.1 0.0
H -0.2 -0.2 0.1
H 0.4 -0.6 0.2
H 0.1 -0.6 0.8
H -0.1 0.0 0.6
H 0.4 0.4 0.6
H 0.0 0.4 -0.5
H -0.1 0.0 -0.6
H 0.2 0.4 0.4
H 0.2 0.0 0.1
H -0.1 0.3 0.1
H -0.5 -0.2 0.0
H 0.3 -0.4 -0.1
H 0.3 -0.5 -0.1
H 0.3 0.1 0.6
H 0.7 0.3 -1.0
H -0.3 -0.1 0.1
H -0.3 -0.1 0.0
H 0.0 -0.3 -0.2
H -0.1 -0.3 0.4
H 0.3 0.1 -0.3
H 0.4 0.0 0.2
H 0.4 -0.4 0.0
H -0.8 0.1 -0.1
H 0.5 -0.1 -0.2
H -0.2 0.2 -0.8
H 0.2 -0.4 0.1

These are the natural (NBO) partial charges, in e, on atoms 1 to 4: -0.361, -0.211, -0.264, -0.472

# 2
The following is a DFT calculation (the ωB97M-V functional and the def2-TZVPD basis) of one molecule with the formula C17H26N2O3S in a non-equilibrium geometry.

The charge is 0. Its electronic energy is -38009.5788 eV. The calculation puts the LUMO energy at 0.523 eV. The SMILES is CC(C)CC(=O)Nc1cccc(S(=O)(=O)N2CCCCCC2)c1. The largest force on an atom comes out at 1.1 eV Å⁻¹. The energy above the lowest of the compared OMol25 structures with the same formula, charge and spin comes out at 90.4 kJ/mol. The molecular weight is 338.47 u.

Cartesian coordinates (Å):
C 6.388399 -0.553087 -1.225401
C 5.218432 -0.645227 -0.249483
C 4.537572 -2.007245 -0.362112
C 4.223591 0.498450 -0.517989
C 3.153985 0.528962 0.554940
O 3.339051 1.014820 1.646588
N 1.981602 -0.064051 0.167039
C 0.818620 -0.273808 0.906475
C 0.679375 0.113521 2.239186
C -0.496962 -0.147427 2.920165
C -1.557232 -0.777823 2.288208
C -1.417889 -1.139067 0.962930
S -2.795050 -1.870700 0.077972
O -3.670143 -2.492005 1.028057
O -2.256750 -2.653710 -0.998772
N -3.586454 -0.583459 -0.581757
C -3.239480 -0.106022 -1.891736
C -2.397713 1.172595 -1.890435
C -3.025631 2.308256 -1.082606
C -2.969239 2.052677 0.425754
C -4.166375 1.286420 0.994643
C -4.625919 0.080952 0.154050
C -0.250944 -0.904712 0.270019
H 7.109215 -1.342093 -1.025929
H 6.895278 0.404268 -1.132283
H 6.039043 -0.660104 -2.250533
H 5.597214 -0.524460 0.770413
H 5.261091 -2.800681 -0.190843
H 4.115647 -2.145227 -1.356526
H 3.743990 -2.111966 0.374208
H 3.789863 0.387357 -1.513267
H 4.762426 1.446123 -0.472081
H 1.952156 -0.449046 -0.767147
H 1.500218 0.606843 2.732427
H -0.583370 0.145342 3.955288
H -2.477391 -1.008350 2.799487
H -4.164790 0.070096 -2.454636
H -2.692715 -0.916563 -2.376736
H -1.408407 0.957938 -1.480702
H -2.270542 1.489059 -2.928181
H -4.058004 2.465275 -1.399065
H -2.472010 3.224045 -1.302805
H -2.912456 3.008517 0.951768
H -2.050677 1.507847 0.653214
H -5.017577 1.963675 1.090512
H -3.900172 0.951460 1.998235
H -5.387905 0.399821 -0.564922
H -5.071667 -0.669941 0.809505
H -0.183300 -1.237531 -0.755129

Atomic forces in eV per Å
C -0.1 0.0 0.3
C 0.0 0.0 -0.2
C 0.2 0.2 0.2
C 0.3 -0.1 0.4
C 0.1 0.1 -0.6
O 0.1 0.1 0.3
N -0.1 -0.2 -0.4
C -0.4 0.0 0.3
C 0.2 0.1 0.1
C -0.2 -0.1 -0.2
C -0.1 0.0 0.2
C -0.4 -0.3 -0.2
S -0.1 0.2 -0.2
O 0.1 0.3 0.2
O 0.2 0.3 0.1
N 0.4 -1.0 0.4
C 0.6 0.1 -0.6
C -0.4 0.0 0.0
C 0.3 -0.1 0.1
C -0.2 0.1 0.0
C 0.1 0.0 -0.1
C -0.4 0.2 0.7
C 0.2 0.0 0.0
H 0.1 -0.1 0.0
H 0.1 0.1 0.0
H 0.0 0.0 -0.2
H 0.0 0.0 0.0
H 0.0 -0.1 0.0
H -0.1 0.0 -0.1
H -0.1 -0.1 0.0
H 0.0 0.0 -0.1
H -0.1 0.0 0.0
H 0.1 0.1 0.2
H 0.0 0.0 0.0
H 0.0 0.0 0.1
H -0.1 0.0 0.1
H 0.0 -0.1 0.1
H -0.1 0.2 -0.2
H 0.1 0.0 0.0
H 0.1 0.0 0.0
H -0.1 0.1 -0.1
H -0.1 0.0 0.0
H 0.1 0.0 0.0
H 0.1 0.0 0.0
H 0.0 0.0 0.1
H -0.1 0.0 0.1
H 0.1 -0.1 0.0
H -0.2 0.2 -0.1
H 0.1 0.0 -0.2

These are the natural (NBO) partial charges, in e, on atoms 1 to 4: -0.600, -0.203, -0.614, -0.489

# 3
The following is a DFT calculation (the ωB97M-V functional and the def2-TZVPD basis) of an isolated ion of composition C17H26NO2 and charge +1.

The charge is +1. Its electronic energy is -23627.3963 eV. The calculation puts the LUMO energy at -2.430 eV. The SMILES is CCC[NH+](CC#CCOc1ccc(OC)cc1)CCC. The largest force on an atom comes out at 1.0 eV Å⁻¹. The energy above the lowest of the compared OMol25 structures with the same formula, charge and spin comes out at 230.5 kJ/mol. The molecular weight is 276.40 u.

Cartesian coordinates (Å):
C -6.675183 -0.953623 -0.434061
C -5.154626 -0.997644 -0.312721
C -4.629743 0.367355 0.121008
N -3.149211 0.484596 0.105298
C -2.743589 1.906007 0.326045
C -1.312961 2.050785 0.151230
C -0.126651 2.138509 -0.001758
C 1.314278 2.087920 -0.140919
O 1.681482 0.745226 0.105033
C 3.025413 0.421473 0.076350
C 3.322601 -0.914053 0.343611
C 4.626650 -1.347164 0.341231
C 5.673305 -0.459012 0.072087
O 6.920262 -0.989248 0.096340
C 8.021183 -0.148549 -0.161740
C 5.370085 0.869561 -0.194481
C 4.052448 1.307354 -0.192869
C -2.454556 -0.436719 1.056148
C -1.918610 -1.693534 0.373741
C -0.885723 -1.385719 -0.705834
H -7.051465 -1.928124 -0.729054
H -7.130641 -0.687199 0.515975
H -6.985790 -0.228963 -1.182185
H -4.884043 -1.762959 0.414528
H -4.727006 -1.269078 -1.280406
H -4.975580 0.597540 1.131740
H -5.034091 1.124634 -0.556179
H -2.808868 0.216791 -0.828403
H -3.035230 2.195517 1.340171
H -3.270298 2.545122 -0.388540
H 1.600995 2.400575 -1.156215
H 1.774298 2.769227 0.590052
H 2.514412 -1.596726 0.553026
H 4.868785 -2.376868 0.547334
H 8.093204 0.656191 0.576412
H 7.971751 0.280064 -1.167500
H 8.900365 -0.785519 -0.085586
H 6.146750 1.586091 -0.407167
H 3.861406 2.347800 -0.405771
H -3.146967 -0.693168 1.859076
H -1.606086 0.101762 1.483690
H -2.730037 -2.287250 -0.047867
H -1.446464 -2.296526 1.149950
H -0.079862 -0.770466 -0.313259
H -0.455515 -2.313874 -1.070135
H -1.320884 -0.878113 -1.567429

Atomic forces in eV per Å
C 0.2 0.0 0.0
C 0.0 0.1 0.1
C -0.8 -0.3 -0.1
N 0.1 0.0 -0.3
C 0.2 0.6 0.0
C 0.5 0.2 -0.1
C -0.8 -0.2 0.1
C 0.6 0.0 -0.1
O -0.1 0.0 0.0
C 0.2 0.0 0.0
C 0.0 0.2 0.0
C 0.1 0.1 0.0
C -0.1 0.1 0.0
O -0.3 -0.2 0.1
C 0.2 0.1 0.0
C 0.4 -0.2 0.0
C -0.5 0.0 0.0
C 0.4 -0.7 0.5
C 0.0 0.1 -0.2
C 0.0 -0.1 0.2
H -0.1 -0.1 0.0
H -0.1 0.0 0.1
H -0.1 0.1 -0.1
H 0.1 0.0 0.0
H 0.1 -0.1 0.0
H 0.2 0.1 0.0
H 0.2 0.0 0.1
H -0.1 0.2 0.1
H -0.1 -0.2 -0.1
H -0.1 -0.2 0.1
H 0.0 0.0 0.2
H 0.0 -0.1 -0.2
H -0.1 -0.1 0.0
H 0.0 -0.1 0.0
H 0.0 0.0 0.0
H 0.0 0.0 0.0
H 0.0 0.1 0.0
H 0.1 0.0 0.0
H -0.1 0.1 0.0
H -0.1 0.2 -0.1
H -0.2 0.0 -0.1
H 0.0 0.0 0.1
H -0.1 0.0 0.1
H 0.1 0.1 0.0
H 0.0 -0.1 -0.1
H 0.0 0.1 -0.2

These are the natural (NBO) partial charges, in e, on atoms 1 to 4: -0.603, -0.419, -0.214, -0.348

# 4
The following is a DFT calculation (the ωB97M-V functional and the def2-TZVPD basis) of an isolated ion of composition C17H26NO2 and charge +1.

The charge is +1. Its electronic energy is -23627.4016 eV. The calculation puts the LUMO energy at -2.503 eV. The SMILES is CCC[NH+](CC#CCOc1ccc(OC)cc1)CCC. The largest force on an atom comes out at 0.9 eV Å⁻¹. The energy above the lowest of the compared OMol25 structures with the same formula, charge and spin comes out at 230.0 kJ/mol. The molecular weight is 276.40 u.

Cartesian coordinates (Å):
C -4.521214 -2.470007 1.255102
C -4.044628 -1.353784 0.329767
C -2.696094 -0.832935 0.817207
N -2.133882 0.297043 0.017519
C -1.737504 -0.132162 -1.357077
C -0.712146 -1.153773 -1.290893
C 0.127083 -2.010345 -1.239318
C 1.207403 -2.965972 -1.054056
O 2.004534 -2.637537 0.057940
C 2.902696 -1.596362 -0.056196
C 2.931842 -0.682582 -1.102020
C 3.874682 0.326932 -1.106199
C 4.804012 0.450272 -0.074398
O 5.679687 1.480841 -0.183378
C 6.685961 1.621475 0.793785
C 4.764975 -0.465551 0.974731
C 3.822491 -1.475339 0.978527
C -3.013836 1.495771 -0.000979
C -2.238950 2.788345 -0.245427
C -3.171960 3.990187 -0.132532
H -3.808750 -3.290292 1.268544
H -4.647905 -2.105018 2.270805
H -5.476289 -2.854126 0.910860
H -3.960561 -1.754984 -0.680405
H -4.788151 -0.556187 0.326801
H -1.964128 -1.644367 0.792765
H -2.794500 -0.490451 1.850055
H -1.263002 0.571164 0.488837
H -1.351917 0.736497 -1.897134
H -2.620261 -0.507506 -1.879795
H 0.786400 -3.952655 -0.831720
H 1.801385 -3.031443 -1.976815
H 2.231872 -0.743596 -1.921621
H 3.912787 1.036383 -1.917168
H 6.260855 1.818162 1.783015
H 7.279642 2.478386 0.480998
H 7.326100 0.735664 0.839893
H 5.467306 -0.408018 1.790100
H 3.791647 -2.192138 1.783388
H -3.513435 1.564869 0.967940
H -3.774482 1.359440 -0.771585
H -1.784708 2.790119 -1.237301
H -1.440173 2.883930 0.494357
H -3.971314 3.928555 -0.866073
H -3.614639 4.045790 0.858366
H -2.618924 4.907287 -0.309206

Atomic forces in eV per Å
C 0.1 0.1 -0.1
C 0.1 0.1 0.1
C -0.4 -0.7 0.3
N 0.3 0.0 0.2
C 0.3 -0.1 -0.6
C 0.2 -0.4 -0.1
C -0.5 0.6 0.1
C 0.4 -0.4 0.0
O 0.0 -0.1 0.1
C 0.2 0.2 0.1
C -0.1 -0.2 0.0
C 0.3 0.1 0.2
C -0.2 -0.1 -0.1
O -0.2 0.0 -0.2
C 0.2 0.0 0.2
C 0.2 0.2 -0.1
C -0.3 -0.2 -0.2
C -0.2 0.8 0.0
C -0.1 -0.1 0.0
C 0.1 -0.1 0.0
H 0.1 -0.1 0.0
H 0.0 0.0 0.1
H -0.1 -0.1 0.0
H 0.0 0.1 -0.1
H 0.0 0.0 -0.1
H 0.0 0.2 0.0
H 0.1 0.1 -0.1
H -0.1 0.0 -0.1
H -0.2 0.0 0.1
H 0.0 0.2 0.1
H 0.1 0.1 -0.1
H -0.1 -0.1 0.1
H 0.0 0.0 -0.1
H 0.0 0.1 -0.1
H 0.0 0.0 0.0
H 0.0 -0.1 0.1
H 0.0 0.0 0.0
H 0.1 0.0 0.1
H 0.0 -0.1 0.1
H 0.0 -0.2 -0.1
H 0.0 -0.1 0.1
H 0.1 -0.1 0.0
H 0.1 -0.1 0.0
H -0.1 0.0 -0.1
H -0.1 0.0 0.1
H 0.0 0.1 0.0

These are the natural (NBO) partial charges, in e, on atoms 1 to 4: -0.601, -0.426, -0.223, -0.333

> The lowest electronic energy belongs to which entry?

C17H26N2O3S